Arrangement w

8
Properties=species:S:1:pos:R:3 method="wB97M-V/def2-TZVPD" orbital_gap_ev=10.818 smiles="CP(=O)(Br)Br" e_homo_ev=-10.62
C -0.1501 0.0262 -0.3690
P 0.6462 0.7293 -1.8591
O 2.0152 1.5377 -1.9652
Br -1.0113 1.9198 -2.5155
Br 0.4413 -0.9821 -3.1628
H -0.6763 0.7641 0.0947
H -0.8176 -0.7437 -0.6789
H 0.6267 -0.3965 0.4195

---

Arrangement x

8
Properties=species:S:1:pos:R:3 method="wB97M-V/def2-TZVPD" orbital_gap_ev="7.485 / 7.486" e_homo_ev="-9.66 / -9.66"
C 0.6906 -0.7425 -0.3158
O -0.7956 -0.0645 1.8987
P -0.5599 0.2192 0.4999
Br -2.3709 0.4475 -0.7416
Br 0.4511 3.0323 0.0176
H 1.6259 -0.6037 0.1966
H 0.1954 -1.8120 -0.2439
H 0.7634 -0.4763 -1.3115

---

Most stable: arrangement w (next structure +102.0 kJ/mol)

---

Arrangement w

10
Properties=species:S:1:pos:R:3 method="wB97M-V/def2-TZVPD" orbital_gap_ev="8.066 / 8.065" smiles="Br[C@@H]1N=NCN1Br" e_homo_ev="-9.39 / -9.39"
Br 2.6532 0.2164 0.4699
C 0.6506 0.0640 -0.8609
N 0.2792 1.3771 -0.6631
N -0.6268 1.4630 0.1974
C -1.0360 0.1265 0.6458
N -0.2661 -0.7146 -0.2490
Br 0.0391 -2.5123 0.0079
H 1.2489 -0.1394 -1.6793
H -0.7711 0.1766 1.7900
H -2.1711 -0.0573 0.3412

---

Arrangement x

10
Properties=species:S:1:pos:R:3 method="wB97M-V/def2-TZVPD" orbital_gap_ev=9.403 smiles=Brn1cnnc1.Br e_homo_ev=-10.06
Br 2.7935 1.6623 -0.1938
N 1.3747 0.5714 0.1946
C 0.2454 0.3883 -0.5630
N -0.6030 -0.3882 0.0522
N -0.0419 -0.8835 1.1418
C 1.1415 -0.3734 1.1916
H 0.0860 0.7259 -1.5410
H 1.8786 -0.6813 1.8314
Br -3.9550 -0.9909 -1.1170
H -2.9196 -0.0307 -0.9967

---

Most stable: arrangement x (next structure +110.9 kJ/mol)

---

Arrangement w

20
Properties=species:S:1:pos:R:3 method="wB97M-V/def2-TZVPD" total_charge=+1 orbital_gap_ev=8.315 e_homo_ev=-12.52
C -2.7830 -0.3298 0.5113
C -2.6947 -1.4190 -0.3814
C -1.6042 0.1931 0.9885
C -1.5045 -2.0564 -0.6246
C -0.3372 -0.3910 0.7027
C -0.3595 -1.4901 -0.1475
C 1.9064 -2.1756 0.2704
N 0.8689 0.0026 1.2447
N 2.2306 1.0729 -0.7915
O 0.9441 -2.1456 -0.4548
O 2.9011 -2.3648 0.7795
H -3.7576 -0.1038 0.7098
H -3.5476 -1.8636 -0.9926
H -1.4309 1.1721 1.5295
H -1.4693 -2.8481 -1.2320
H 0.7100 0.8410 1.8010
H 1.6596 0.1112 0.6163
H 3.1477 1.1244 -1.2588
H 1.7324 0.4847 -1.4239
H 1.8823 1.9466 -0.8712

---

Arrangement x

20
Properties=species:S:1:pos:R:3 method="wB97M-V/def2-TZVPD" total_charge=+1 orbital_gap_ev=9.614 smiles="NC(=[NH2+])Oc1ccccc1O" e_homo_ev=-12.66
N -1.0178 -2.1961 -2.0752
C -0.5033 -1.6682 -1.0052
N -0.9356 -2.0518 0.2151
O 0.6363 -1.0280 -1.0930
C 0.7546 0.0721 -0.1806
C 1.9374 0.4315 0.4197
C 1.9552 1.5830 1.1704
C 0.8397 2.3357 1.4897
C -0.3738 1.9918 0.8732
C -0.3967 0.8591 -0.0236
O -1.5086 0.2682 -0.6445
H -2.0012 -2.4387 -1.8888
H -0.6204 -2.0205 -2.9290
H -0.3397 -2.2103 1.0180
H -1.8039 -2.5876 0.2937
H 2.9043 -0.2122 0.3473
H 2.8366 1.8866 1.6991
H 0.9305 3.1930 2.1731
H -1.1308 2.7492 0.9490
H -2.1627 1.0432 -0.8083

---

Most stable: arrangement x (next structure +193.7 kJ/mol)

---

Arrangement w

32
Properties=species:S:1:pos:R:3 method="wB97M-V/def2-TZVPD" total_charge=+1 orbital_gap_ev=10.410 smiles=CC(C)(C)[N@@H+]1Cc2ccccc2[C@H]1O e_homo_ev=-13.12
C 0.2022 -1.1143 -2.4856
C -0.6961 -0.2256 -1.4575
C -1.6604 -1.2167 -0.7490
C -1.4079 0.8810 -2.2073
N 0.2810 0.2899 -0.4294
C 1.1897 -0.7081 0.2661
C 1.2609 -0.1869 1.7199
C 2.0247 -0.7663 2.7312
C 1.9361 -0.1420 3.9512
C 1.1818 1.0240 4.1132
C 0.3797 1.5392 3.1563
C 0.4567 0.9000 1.8902
C -0.3597 1.3057 0.6690
O -0.2154 2.5929 0.3202
H 1.0722 -0.4949 -2.6991
H 0.3981 -2.0266 -1.9025
H -0.3262 -1.1466 -3.4724
H -2.4110 -0.7417 -0.0598
H -1.1478 -1.9545 -0.2551
H -2.1546 -1.8132 -1.5085
H -0.7115 1.7160 -2.6381
H -2.0460 0.4099 -2.9953
H -1.9359 1.4151 -1.4266
H 0.8439 0.9336 -0.9506
H 2.0946 -0.8300 -0.1619
H 0.7931 -1.8430 0.3540
H 2.8533 -1.5560 2.5514
H 2.3995 -0.4952 4.7366
H 1.1282 1.3680 5.1741
H -0.0275 2.5439 3.3006
H -1.3998 0.8830 0.7091
H 0.7005 2.8515 0.5753

---

Arrangement x

32
Properties=species:S:1:pos:R:3 method="wB97M-V/def2-TZVPD" total_charge=+1 orbital_gap_ev=9.055 e_homo_ev=-12.74
C 3.1634 0.9609 -1.2308
O 1.8461 1.2966 -0.7363
C 1.0380 0.1941 -0.6321
C -0.4025 0.4631 -1.0338
C -1.3309 -0.5845 -1.2465
C -2.6803 -0.2902 -1.4464
C -3.1421 1.0278 -1.5212
C -4.6162 1.2617 -1.6135
C -2.2162 2.0667 -1.3498
C -0.8527 1.8119 -1.1090
H 3.6312 1.9364 -1.3637
H 3.7310 0.3310 -0.5198
H 3.1140 0.4364 -2.2011
H 1.4426 -0.7688 -0.9625
H -0.9737 -1.6232 -1.1494
H -3.3812 -1.1165 -1.5252
H -4.8219 2.3304 -1.6351
H -4.9801 0.7733 -2.5197
H -5.1529 0.8250 -0.7620
H -2.5596 3.1011 -1.3622
H -0.1515 2.6386 -0.9062
C 1.7864 -2.5305 4.0029
C 2.2547 -1.6686 3.0906
C 1.7038 -1.6530 1.6881
N 1.5064 -0.3500 1.0907
H 2.1221 -2.5790 5.0501
H 0.9860 -3.2218 3.7028
H 3.0545 -0.9483 3.2722
H 2.3898 -2.1265 0.9686
H 0.7915 -2.2700 1.6959
H 2.2383 0.3345 1.2530
H 0.4619 -0.0589 1.0117

---

Most stable: arrangement w (next structure +147.9 kJ/mol)

---

Arrangement w

53
Properties=species:S:1:pos:R:3 method="wB97M-V/def2-TZVPD" orbital_gap_ev=8.515 smiles="C[C@@]1(CCc2ccccc2)NC(=O)N(CC(=O)Nc2ccc3c(c2)OCCO3)C1=O" e_homo_ev=-7.90
C -0.0539 -0.1315 5.0083
C -0.3260 0.0692 3.5223
C 0.2868 1.3748 2.9670
C 1.8131 1.3654 2.8213
C 2.2956 0.4282 1.7459
C 3.1207 -0.6476 2.0583
C 3.5381 -1.5294 1.0752
C 3.1348 -1.3463 -0.2356
C 2.3253 -0.2709 -0.5613
C 1.9109 0.6094 0.4218
N 0.0436 -1.0888 2.7399
C -0.9276 -1.4738 1.8953
O -0.8689 -2.3135 1.0243
N -2.0684 -0.7288 2.2118
C -3.3378 -0.8675 1.5307
C -3.3258 -0.1174 0.1819
O -4.0789 0.7999 -0.0482
N -2.3803 -0.6069 -0.6533
C -1.9392 -0.0785 -1.8711
C -2.6074 0.9340 -2.5542
C -2.0807 1.4261 -3.7315
C -0.8947 0.9241 -4.2513
C -0.2420 -0.1156 -3.5825
C -0.7656 -0.6071 -2.3972
O 0.9212 -0.6724 -4.0585
C 1.1701 -0.3590 -5.4106
C 0.9474 1.1334 -5.6535
O -0.3982 1.4721 -5.4097
C -1.8289 0.1565 3.2297
O -2.6344 0.8746 3.7565
H -0.4495 -1.0915 5.3311
H -0.5474 0.6555 5.5721
H 1.0125 -0.1068 5.2145
H -0.1584 1.5728 1.9887
H -0.0147 2.1827 3.6352
H 2.1215 2.3827 2.5663
H 2.2797 1.1095 3.7738
H 3.4445 -0.7937 3.0808
H 4.1766 -2.3605 1.3365
H 3.4516 -2.0359 -1.0028
H 2.0157 -0.1211 -1.5841
H 1.2834 1.4482 0.1554
H 1.0015 -1.3777 2.6122
H -4.1057 -0.4255 2.1688
H -3.5396 -1.9292 1.3646
H -1.8367 -1.4028 -0.3226
H -3.5213 1.3377 -2.1541
H -2.5773 2.2167 -4.2703
H -0.2445 -1.4050 -1.8906
H 2.2042 -0.6438 -5.6099
H 0.4961 -0.9349 -6.0592
H 1.1525 1.4010 -6.6910
H 1.6063 1.7088 -4.9876

---

Arrangement x

53
Properties=species:S:1:pos:R:3 method="wB97M-V/def2-TZVPD" orbital_gap_ev=7.443 smiles="CCOc1cc(/C=C2/NC(=O)N(CC(=O)Nc3cccc(C)c3)C2=O)ccc1OC" e_homo_ev=-7.61
C -0.3633 1.6018 1.4420
C 0.9539 1.1789 2.0857
O 0.7774 0.4527 3.2902
C 0.4119 -0.8521 3.2392
C 0.2414 -1.5870 2.0855
C -0.1381 -2.9365 2.1232
C -0.3879 -3.7216 0.9464
C -0.2642 -3.4452 -0.3739
N -0.6768 -4.3609 -1.3463
C -0.5673 -3.8664 -2.6135
O -0.8816 -4.3925 -3.6497
N 0.0277 -2.6204 -2.4659
C 0.2081 -1.6583 -3.5203
C -0.5193 -0.3680 -3.0950
O -1.6024 -0.4169 -2.5611
N 0.1723 0.7597 -3.3852
C -0.1543 2.0877 -3.0744
C -1.2421 2.4325 -2.2824
C -1.4838 3.7679 -2.0101
C -0.6625 4.7563 -2.5184
C 0.4294 4.4230 -3.3137
C 1.3152 5.4976 -3.8677
C 0.6744 3.0868 -3.5809
C 0.2396 -2.2932 -1.1445
O 0.7742 -1.2582 -0.8036
C -0.3331 -3.5324 3.3715
C -0.1520 -2.8134 4.5377
C 0.2156 -1.4753 4.4982
O 0.4107 -0.6860 5.5823
C 0.2431 -1.2429 6.8623
H -0.1597 2.2442 0.5893
H -0.9244 0.7385 1.0956
H -0.9693 2.1463 2.1621
H 1.5153 2.0654 2.3948
H 1.5618 0.6099 1.3734
H 0.4003 -1.1297 1.1275
H -0.7807 -4.7115 1.1605
H -1.1228 -5.2391 -1.1399
H -0.2563 -2.0741 -4.4193
H 1.2748 -1.4863 -3.6945
H 1.0621 0.6528 -3.8522
H -1.8842 1.6649 -1.8872
H -2.3268 4.0354 -1.3908
H -0.8638 5.7949 -2.3008
H 1.7335 6.0973 -3.0607
H 0.7421 6.1628 -4.5123
H 2.1323 5.0740 -4.4459
H 1.5227 2.8122 -4.1943
H -0.6306 -4.5687 3.4344
H -0.3076 -3.3067 5.4840
H 0.4543 -0.4366 7.5629
H 0.9424 -2.0669 7.0386
H -0.7815 -1.5968 7.0174

---

Most stable: arrangement w (next structure +102.9 kJ/mol)

---

Arrangement w

7
Properties=species:S:1:pos:R:3 method="wB97M-V/def2-TZVPD" orbital_gap_ev=9.666 smiles="FC(F)=NN(F)F" e_homo_ev=-10.10
F -0.1682 -1.7900 -1.3816
C -0.6370 -0.8621 -0.5265
F -1.9220 -1.0532 -0.9290
N 0.1969 -0.0830 -0.0698
N 0.5059 1.0746 0.6834
F 0.0843 1.1640 1.8442
F 1.9401 1.5497 0.3793

---

Arrangement x

7
Properties=species:S:1:pos:R:3 method="wB97M-V/def2-TZVPD" orbital_gap_ev="9.164 / 9.597" e_homo_ev="-10.50 / -11.32"
C 0.6912 0.2516 0.1106
N 1.3958 -0.7164 0.0493
N -1.5742 -0.1027 -0.5329
F 0.6431 1.5421 0.0303
F 2.8252 -0.6279 -0.0191
F -1.8120 -1.2141 0.1910
F -2.1693 0.8675 0.1709

---

Most stable: arrangement w (next structure +107.7 kJ/mol)

---

Arrangement w

13
Properties=species:S:1:pos:R:3 method="wB97M-V/def2-TZVPD" total_charge=+1 orbital_gap_ev=8.356 e_homo_ev=-12.14
Cu -0.0172 -0.0418 0.2438
O 1.7758 -0.0118 0.6958
H 2.0498 0.1042 1.6058
H 2.1118 0.7292 0.2288
O -0.5662 -1.1728 -1.2132
H -1.2872 -0.9928 -1.8012
H 0.2338 -1.3668 -1.7402
O -1.2342 -0.5058 1.6468
H -1.8312 -1.1608 1.2158
H -0.7512 -1.0778 2.2548
O 0.0358 1.6552 -0.7322
H -0.8422 2.1312 -0.7092
H 0.3218 1.7102 -1.6962

---

Arrangement x

13
Properties=species:S:1:pos:R:3 method="wB97M-V/def2-TZVPD" total_charge=+1 orbital_gap_ev=8.173 e_homo_ev=-11.88
Cu 0.1946 0.1212 -0.3120
O 0.2414 1.8828 -0.7302
H -0.0139 2.5033 -0.0730
H 1.0869 2.1604 -1.1316
O -1.7048 -0.3723 -0.1638
H -1.9624 -1.2381 0.2915
H -2.3882 0.2967 0.0248
O 0.9729 -1.4044 -1.0862
H 0.3325 -1.8098 -1.6422
H 1.4890 -2.0514 -0.6043
O 0.6494 -0.1447 1.4444
H -0.0796 -0.3858 2.0095
H 1.1824 0.4422 1.9732

---

Most stable: arrangement w (next structure +26.0 kJ/mol)

---

Arrangement w

22
Properties=species:S:1:pos:R:3 method="wB97M-V/def2-TZVPD" total_charge=+1 orbital_gap_ev="6.183 / 6.435" spin_multiplicity=3 e_homo_ev="-10.51 / -13.84"
C -1.8148 -0.2588 -1.2057
C -0.9031 0.7114 -1.0859
C 1.2512 -1.2374 0.6324
C -1.6555 -1.7143 -0.9253
C 0.8206 -1.8749 -0.4703
C 0.4503 0.6345 -0.7261
C 2.3553 -0.3001 0.9663
C -0.5772 -2.4574 -0.5470
C 0.2770 2.3151 0.9289
N 2.1966 0.9846 0.8090
N 1.0215 1.4032 0.1981
H -2.8509 0.0003 -1.5325
H -1.1651 1.7613 -1.2883
H 0.6600 -1.4924 1.5530
H -2.6647 -2.2024 -0.8313
H 1.4059 -1.8393 -1.3823
H 1.0511 0.1272 -1.3860
H 3.1167 -0.5994 1.7070
H -0.6589 -3.4149 -0.0399
H 0.5136 3.2489 0.4259
H -0.8523 2.0821 0.7820
H 0.7002 2.3318 2.0056

---

Arrangement x

22
Properties=species:S:1:pos:R:3 method="wB97M-V/def2-TZVPD" total_charge=+1 orbital_gap_ev="6.800 / 5.784" spin_multiplicity=3 e_homo_ev="-10.58 / -13.32"
C 1.6120 -0.0533 -1.2007
C 0.4643 0.6733 -1.1288
C 0.9948 -1.9479 0.0310
C -1.4345 -1.4967 0.7160
C -2.4819 0.0641 -0.6350
C -0.1855 -1.5787 0.4455
C 2.1167 -0.9002 -0.0172
C -0.2490 1.1078 -0.0092
C 0.2839 1.8321 1.1269
N -2.3869 -1.0329 -0.0756
N -1.5466 1.1915 -0.2040
H 2.0475 -0.0767 -2.2332
H 0.1836 0.7873 -2.2137
H 0.9720 -2.9692 -0.3577
H -1.9220 -1.9032 1.6086
H -3.1304 0.3042 -1.4648
H 3.0630 -1.3265 -0.1616
H 2.2540 -0.5474 1.0450
H -0.1632 2.7626 1.2104
H 1.3810 1.9965 0.9959
H 0.1230 1.3222 2.0805
H -1.9959 1.7913 0.4416

---

Most stable: arrangement x (next structure +79.6 kJ/mol)